# 1
C26H50NP2PdS3 | wB97M-V/def2-TZVPD

Structure (XYZ):
```
83
Properties=species:S:1:pos:R:3:forces:R:3
Pd 0.10097 1.00641 0.10821 -0.2 -0.8 0.6
C -3.90079 1.56166 3.62903 -0.1 -0.1 0.1
C -4.02765 2.49372 2.43846 -0.1 0.1 -0.1
S -2.85493 2.27254 1.07557 -0.1 0.1 0.1
C -3.27794 0.64322 0.43540 0.1 0.0 0.0
C -2.66122 -0.59037 1.09017 0.1 0.0 0.2
S -0.92035 -0.50676 1.60103 0.1 0.4 -0.1
C -1.01465 -0.07241 3.37274 -0.1 -0.2 0.0
C -1.07943 1.39599 3.78171 0.0 0.0 0.0
S -2.52694 1.85572 4.75549 0.0 0.1 0.1
H -3.92067 0.51584 3.31856 0.0 0.0 0.0
H -4.77365 1.69785 4.27234 0.0 0.0 0.0
H -3.87473 3.52545 2.76011 0.0 0.0 0.0
H -5.03567 2.42684 2.02245 0.0 0.0 0.0
H -2.92381 0.67731 -0.59341 0.0 -0.1 0.0
H -4.36364 0.52709 0.41749 0.0 0.0 0.0
H -2.69843 -1.41971 0.38228 0.0 0.0 0.0
H -3.19382 -0.90230 1.98768 -0.1 0.0 0.0
H -0.12970 -0.54965 3.79394 0.0 0.0 0.0
H -1.87024 -0.64054 3.74135 0.0 0.0 0.1
H -0.98690 2.04098 2.91703 0.0 0.0 0.0
H -0.24658 1.62743 4.44511 0.0 0.0 0.0
C 1.02598 1.77012 -5.28658 0.0 0.0 -0.1
C 0.98795 1.45696 -3.79065 0.2 -0.1 0.3
C 1.73874 0.13496 -3.53793 -0.1 0.0 0.0
C 1.80174 2.53047 -3.05067 0.0 0.1 0.0
P -0.74027 1.37666 -3.02163 -0.1 0.1 -0.3
N -0.52728 0.59950 -1.65100 0.3 0.2 -0.3
C -1.40516 3.13239 -2.85661 -0.2 0.1 0.4
C -2.91395 3.07180 -2.54262 0.0 0.0 -0.1
C -0.73585 3.82974 -1.64754 0.1 0.0 0.1
C -1.24043 4.04090 -4.07673 0.0 0.0 -0.1
C -1.88209 0.37631 -4.12101 -0.1 -0.2 0.1
C -2.38968 1.07250 -5.38546 0.0 0.0 -0.1
C -1.17975 -0.92801 -4.53629 0.1 0.0 0.0
C -3.08559 -0.08946 -3.27961 0.0 0.0 0.1
H 2.07531 1.87510 -5.57455 0.0 0.0 0.0
H 0.52373 2.69745 -5.55063 0.0 0.0 0.0
H 0.60997 0.97062 -5.89646 0.0 0.0 0.0
H 2.77327 0.27598 -3.85928 0.0 0.0 0.0
H 1.33767 -0.70556 -4.09309 0.0 0.0 0.0
H 1.73357 -0.12819 -2.48174 0.0 0.0 0.0
H 2.85662 2.39822 -3.30020 0.0 0.0 -0.1
H 1.71547 2.43274 -1.96618 -0.1 0.0 -0.1
H 1.52678 3.54512 -3.32964 0.0 0.0 0.0
H -3.14608 2.45271 -1.68003 0.1 0.0 0.0
H -3.50137 2.72708 -3.39117 0.0 0.0 0.0
H -3.25372 4.08044 -2.30075 0.0 0.0 0.0
H -0.55917 3.16414 -0.79193 -0.2 0.0 -0.2
H -1.39235 4.62484 -1.28958 0.0 0.0 -0.1
H 0.21888 4.27832 -1.91219 0.0 0.0 0.0
H -1.70584 3.63325 -4.97206 0.0 0.0 0.0
H -0.20198 4.27191 -4.30037 0.0 0.0 0.0
H -1.73789 4.98869 -3.85615 0.0 0.0 0.0
H -1.58560 1.44472 -6.01594 0.1 0.0 0.0
H -3.07144 1.89626 -5.18080 0.0 0.0 0.0
H -2.94582 0.33736 -5.97270 0.0 0.0 0.0
H -0.41274 -0.78583 -5.29462 0.0 0.1 0.0
H -1.93869 -1.58535 -4.96676 0.0 0.0 0.0
H -0.74232 -1.43959 -3.67951 0.0 0.0 0.0
H -3.68743 0.72055 -2.87949 0.0 0.0 0.0
H -2.75221 -0.72357 -2.45639 0.0 0.0 0.0
H -3.73279 -0.69193 -3.92106 0.0 0.0 0.0
C 3.19802 2.03678 0.38422 0.2 0.0 0.1
P 1.87626 1.41467 1.46106 -0.2 0.2 -0.3
C 2.62078 -0.02568 2.25875 0.0 -0.1 0.0
C 1.69274 2.69493 2.72433 0.1 0.0 0.0
C 0.87006 3.78337 2.43830 0.0 0.0 -0.1
C 0.69073 4.78602 3.37498 0.0 0.0 0.0
C 1.32904 4.70734 4.60681 0.0 0.0 0.0
C 2.14875 3.62882 4.89876 0.0 0.0 0.0
C 2.33426 2.62416 3.95780 0.0 0.0 0.0
H 2.88815 2.97995 -0.06533 0.0 0.0 0.0
H 3.41167 1.32055 -0.40918 0.0 0.0 0.0
H 4.09520 2.20566 0.98316 0.0 0.0 -0.1
H 3.61334 0.21179 2.64253 0.0 0.0 0.0
H 2.71014 -0.81542 1.51292 0.0 0.0 0.0
H 1.99987 -0.38761 3.07706 0.0 0.0 0.0
H 0.34236 3.83069 1.49002 0.0 0.0 0.0
H 0.04627 5.62554 3.15119 0.0 0.0 0.0
H 1.18358 5.48789 5.34163 0.0 0.0 0.0
H 2.64349 3.56709 5.85869 0.0 0.0 0.0
H 2.96991 1.78250 4.20136 0.0 0.0 0.0
```
Forces are in eV/Å.

Values from the calculation:
Electronic energy (eV): -83821.3404
Relative energy (zero: lowest compared OMol25 entry of this formula, charge and spin) (eV): 0.000
Spin multiplicity: 1
Total charge: +1
Frontier orbital gap (alpha / beta) (eV): 6.60 / 6.62

# 2
C26H50OP2PtSi | wB97M-V/def2-TZVPD

Structure (XYZ):
```
81
Properties=species:S:1:pos:R:3:forces:R:3
Pt 0.25969 1.23775 2.06393 -2.5 -0.3 -0.7
C 1.80552 -1.50823 2.47886 0.2 -1.6 -0.7
C 2.59260 -0.39339 2.18482 -0.5 1.7 -0.3
C 0.95957 0.19090 3.83339 2.5 -1.0 0.1
C 0.88209 -1.23094 3.50963 -1.3 1.9 0.7
C 2.00797 0.78504 2.87246 2.0 -2.6 1.3
C 1.93232 -2.85942 1.85545 -0.2 0.2 -0.1
H 2.15509 -2.73894 0.78894 0.2 0.0 0.4
H 0.96215 -3.36952 1.92917 0.4 0.0 0.1
H 2.70969 -3.51354 2.28481 -0.2 0.4 0.1
C 0.08747 -2.21546 4.27122 0.3 -0.7 0.1
H 0.46603 -3.22628 4.04909 -0.3 0.3 0.2
H -0.99323 -2.19413 4.04129 0.6 0.0 0.1
H 0.22115 -2.02692 5.34824 -0.2 -0.1 -0.3
C 1.03935 0.63483 5.26990 -0.8 0.3 0.5
H 1.75368 -0.01638 5.84516 -0.6 0.4 -0.7
H 0.07092 0.61756 5.79732 0.3 -0.1 -0.2
H 1.41639 1.65683 5.31774 -0.1 -0.1 0.2
C 2.96765 1.82898 3.33016 0.3 0.9 -0.4
H 3.70094 1.39333 4.00815 0.0 -0.1 0.2
H 2.48265 2.65126 3.84862 0.0 0.1 0.0
H 3.56045 2.24879 2.50463 -0.3 -0.1 0.1
C 3.77327 -0.34819 1.28999 -0.2 0.0 -0.7
H 4.75497 -0.29997 1.79689 -0.5 0.0 0.0
H 3.66664 0.56280 0.68344 0.3 -0.2 0.1
H 3.77354 -1.20969 0.59828 0.1 0.3 0.4
C -0.92778 -2.38129 -1.21121 0.3 -0.3 0.9
C 0.36660 -2.67959 -1.07336 0.0 -1.1 1.1
C 1.52121 -2.47161 -2.01804 -0.1 0.4 -0.2
C 1.19990 -1.46333 -3.14047 0.4 0.1 -1.4
C 0.90121 0.01507 -2.74879 2.5 -0.1 -1.2
C -0.13582 0.41955 -1.81800 1.5 1.5 3.5
C -1.51125 -0.08284 -2.03951 -1.7 0.5 0.9
C -1.59362 -1.58537 -2.27529 -1.2 -0.6 -0.8
H 1.81246 -3.42758 -2.50735 -0.3 0.4 0.4
H 0.35272 -1.82425 -3.75459 0.7 -0.1 0.4
H 2.43730 -2.17427 -1.45279 -0.6 0.0 -0.3
H -1.27006 -1.88823 -3.30374 -0.6 0.5 1.0
H -1.61100 -2.70673 -0.40532 0.6 0.2 -0.4
H 0.61313 -3.24002 -0.12919 -0.4 0.5 -1.4
H -2.67614 -1.80677 -2.19895 0.5 0.0 -0.3
H -2.09297 0.20163 -1.13129 0.2 -0.4 -0.4
H 0.13340 0.36580 -0.73151 -0.2 -0.6 -0.7
H -2.04687 0.41419 -2.85447 0.1 -0.1 0.2
H 2.07412 -1.51189 -3.87364 -1.0 0.5 1.0
H 1.93015 0.49737 -2.61192 -1.5 -0.5 0.1
P -0.40277 0.76813 -4.35506 -0.3 -1.3 -1.0
C -1.95721 0.28000 -5.27159 -0.4 0.1 -0.8
C 0.76909 1.02711 -5.66925 0.0 0.1 -0.6
P -0.04117 2.39472 -1.96542 0.3 -0.2 -2.9
C -0.73225 2.42376 -3.69953 -0.1 0.2 0.1
C 1.65844 3.00685 -2.36790 0.6 0.1 0.6
C -0.97695 3.67752 -1.11772 -0.4 0.5 0.6
H -2.89213 0.65987 -4.83245 0.4 -0.1 0.1
H -2.05898 -0.81667 -5.35434 0.2 0.4 0.2
H -1.90791 0.66910 -6.30026 -0.1 -0.1 0.2
H 0.18480 1.36657 -6.52963 0.5 0.0 -0.1
H 1.30124 0.09998 -5.90516 -0.1 0.2 0.0
H 1.47673 1.79451 -5.36264 0.2 0.0 -0.2
H -1.60940 4.25038 -1.84001 0.5 -0.6 0.6
H -0.28260 4.38893 -0.63242 -0.4 -0.4 -0.1
H -1.60811 3.19869 -0.35291 0.1 0.3 -0.2
H -1.79860 2.71000 -3.73068 0.5 -0.3 0.1
H -0.16297 3.11920 -4.33664 -0.3 0.1 0.5
H 1.92488 3.82507 -1.68279 -0.2 -0.2 -0.2
H 1.72791 3.38131 -3.40534 -0.3 -0.1 0.5
H 2.44446 2.24455 -2.25582 -0.5 0.3 0.1
C -2.64771 -1.77784 2.05982 0.4 0.2 -0.5
Si -2.62705 0.12099 2.27727 -3.0 -2.2 1.5
C -4.41282 0.55330 1.81483 0.1 0.4 0.0
C -2.47554 0.25499 4.15146 0.4 0.4 0.1
O -1.58596 0.90242 1.31500 2.2 0.9 -0.3
H -3.28632 -2.29164 2.79399 0.1 0.4 0.0
H -1.64964 -2.22492 2.12480 -0.1 -0.1 -0.2
H -3.05511 -2.02094 1.07445 0.0 -0.1 0.0
H -5.13301 -0.05526 2.39771 0.5 0.2 -0.2
H -4.65808 1.61007 2.00217 0.0 -0.3 -0.1
H -4.59519 0.32838 0.75304 0.0 0.2 0.2
H -1.81094 -0.50218 4.58816 -0.2 0.3 -0.2
H -2.13441 1.23138 4.50529 -0.1 0.0 0.1
H -3.47000 0.07476 4.58743 0.2 0.1 -0.2
```
Forces are in eV/Å.

Values from the calculation:
Electronic energy (eV): -59502.1203
Relative energy (zero: lowest compared OMol25 entry of this formula, charge and spin) (eV): 1.596
Spin multiplicity: 5
Total charge: +2
Frontier orbital gap (alpha / beta) (eV): 4.18 / 4.95

# 3
C26H51Cl22N3OP | wB97M-V/def2-TZVPD

Structure (XYZ):
```
104
Properties=species:S:1:pos:R:3:forces:R:3
N -4.94608 6.37193 -4.17935 -0.1 0.5 0.1
C -5.46214 7.66873 -4.09937 -1.0 -1.4 -0.2
C -6.84657 7.92659 -4.10322 0.3 1.2 0.3
C -7.18751 9.25031 -3.96620 1.0 -0.7 -0.6
C -6.13705 10.19002 -3.84627 -0.6 1.5 0.1
N -4.85272 9.96096 -3.88287 -1.1 -0.9 -0.1
N -4.58751 8.65587 -4.01357 1.4 0.3 0.4
P -2.84296 8.22100 -4.08379 1.9 -0.8 -1.1
O -2.51999 7.50653 -5.32446 -0.5 -0.1 -0.2
H -5.54624 5.70728 -3.70752 0.0 -0.1 -0.1
H -4.76773 6.09153 -5.13952 0.5 -0.1 0.1
H -7.58285 7.14099 -4.18883 0.1 -0.1 0.0
H -8.20583 9.59464 -3.95687 0.0 0.1 -0.3
H -6.41429 11.23067 -3.70713 0.2 0.0 -0.1
H -2.10740 9.42296 -4.06819 -0.9 0.3 0.6
H -2.55009 7.50915 -2.90961 -0.6 0.4 0.2
Cl -0.02977 7.82976 0.63878 0.0 0.0 0.0
C -0.86142 6.30797 1.06993 0.0 0.0 0.0
C -1.62502 5.73255 -0.09066 0.2 -0.2 0.0
Cl -3.03926 6.74314 -0.53546 -0.2 0.1 0.0
H -1.51091 6.50914 1.91908 0.0 0.1 0.0
H -0.09808 5.59412 1.37814 -0.1 0.2 -0.2
H -2.01057 4.74857 0.17026 0.0 0.0 0.0
H -0.99771 5.62838 -0.97084 0.0 0.1 0.0
Cl 1.36283 4.09918 -0.89771 0.1 0.2 0.0
C 1.18679 2.36949 -1.31074 0.1 -0.2 0.2
C 0.40204 2.17921 -2.57904 0.2 0.0 -0.1
Cl -1.31716 2.63880 -2.38245 0.0 0.1 0.0
H 0.71696 1.87167 -0.46572 0.0 0.1 0.0
H 2.19892 1.96916 -1.42143 -0.5 0.2 0.0
H 0.41884 1.13239 -2.86657 0.0 -0.1 0.1
H 0.81402 2.76811 -3.39588 -0.1 0.1 0.0
Cl 7.06636 -0.17890 -3.09814 0.0 0.0 0.0
C 6.47198 1.43888 -2.64761 0.1 0.1 0.0
C 5.39589 1.37312 -1.59426 0.1 0.2 0.1
Cl 3.88816 0.64942 -2.21836 0.4 -0.3 -0.1
H 6.11644 1.93025 -3.55021 0.0 -0.1 0.0
H 7.32519 1.99691 -2.26519 0.0 0.0 0.1
H 5.14894 2.37900 -1.25558 0.0 0.0 -0.1
H 5.71278 0.79101 -0.73231 0.0 -0.1 -0.1
Cl 0.42560 3.10889 5.76436 0.0 0.0 0.0
C 1.76200 2.97485 4.59182 0.1 0.0 0.1
C 1.60054 3.92767 3.43680 0.2 0.1 0.0
Cl 0.22717 3.48332 2.38892 0.0 -0.4 0.2
H 1.81024 1.94462 4.25046 -0.1 0.0 0.0
H 2.68100 3.20365 5.12911 0.0 0.0 0.0
H 2.49310 3.90599 2.81278 0.0 -0.1 0.0
H 1.44670 4.94886 3.77921 -0.1 0.0 0.0
Cl 3.59976 0.94424 2.19061 0.0 0.1 0.0
C 2.87463 -0.60228 2.73169 0.0 -0.1 0.1
C 2.14452 -1.30676 1.62106 -0.2 0.3 -0.1
Cl 0.67134 -0.42888 1.12700 -0.1 0.1 -0.1
H 2.21504 -0.38859 3.57000 0.0 0.1 -0.1
H 3.69195 -1.22707 3.08792 0.0 0.0 -0.1
H 1.82919 -2.29159 1.95092 -0.2 0.6 0.0
H 2.77441 -1.42742 0.74098 0.0 0.1 0.0
Cl 2.96986 -4.06966 2.09991 0.4 -0.9 0.2
C 2.24401 -5.61514 2.63726 0.1 -0.2 0.1
C 1.51487 -6.30274 1.51726 -0.2 0.0 -0.2
Cl 0.04026 -5.41219 1.03147 0.0 0.0 0.0
H 1.58594 -5.40488 3.47714 0.0 0.1 0.0
H 3.05957 -6.24393 2.99270 -0.2 0.2 -0.2
H 1.19726 -7.29191 1.83893 0.0 0.0 0.1
H 2.15773 -6.41222 0.64254 -0.6 0.2 0.3
Cl 3.77264 -8.19365 4.16519 0.0 -0.3 0.1
C 3.11604 -9.75834 4.72533 0.0 -0.1 0.1
C 2.38022 -10.49873 3.63952 0.1 -0.2 0.0
Cl 0.85630 -9.69263 3.18217 0.0 0.1 0.0
H 2.47388 -9.56423 5.58090 0.0 0.1 0.0
H 3.96514 -10.35120 5.06087 0.0 0.0 -0.1
H 2.11402 -11.49516 3.99183 0.0 0.0 0.1
H 2.98711 -10.60260 2.74327 0.0 0.1 0.0
Cl 4.24681 -7.21035 0.42594 0.7 -0.3 -0.1
C 4.43032 -7.15947 -1.34824 0.0 -0.1 -0.1
C 5.75966 -6.57820 -1.75317 0.1 0.0 -0.1
Cl 5.87063 -4.83895 -1.38072 0.0 0.0 0.0
H 3.60165 -6.58667 -1.76009 0.0 0.1 0.1
H 4.34821 -8.18515 -1.70417 0.1 0.0 0.0
H 5.89584 -6.68004 -2.82888 -0.1 0.0 0.0
H 6.58201 -7.08523 -1.25426 0.0 0.1 0.1
Cl 2.54248 -4.45515 -3.61020 0.0 0.0 0.1
C 1.75956 -3.22445 -4.63580 -0.1 0.0 -0.1
C 2.11784 -1.82076 -4.21983 0.1 0.1 -0.1
Cl 1.40039 -1.37523 -2.64795 -0.1 -0.2 0.0
H 0.68503 -3.38770 -4.60279 0.0 0.0 0.1
H 2.10334 -3.40411 -5.65324 0.0 0.1 0.0
H 1.73169 -1.11080 -4.95042 0.0 -0.1 0.0
H 3.19574 -1.68864 -4.15007 0.0 0.0 0.1
Cl -8.52192 9.25327 -1.68160 -0.5 -0.1 0.9
C -9.63238 8.97753 -0.30064 -0.2 0.1 0.3
C -8.92308 8.34675 0.86908 0.0 0.0 0.1
Cl -8.42382 6.67295 0.51921 0.0 0.0 0.0
H -10.45424 8.36009 -0.65313 0.1 -0.1 -0.1
H -10.03138 9.94915 -0.01492 0.1 0.0 0.0
H -9.59423 8.30917 1.72532 -0.1 0.0 -0.1
H -8.03734 8.91058 1.15185 0.0 0.0 0.0
Cl -1.09856 -13.19329 3.11069 0.0 0.0 0.0
C -2.00006 -12.71235 4.57057 -0.1 0.0 0.0
C -1.14747 -11.92001 5.52872 -0.1 0.1 0.0
Cl 0.13769 -12.90949 6.27239 0.1 0.0 0.0
H -2.39310 -13.61447 5.03311 0.1 0.0 0.0
H -2.83930 -12.10201 4.24051 0.0 0.0 0.0
H -1.76528 -11.53986 6.34107 0.0 -0.1 0.0
H -0.67464 -11.07665 5.03238 0.0 -0.1 0.0
```
Forces are in eV/Å.

Values from the calculation:
Electronic energy (eV): -319084.8645
Spin multiplicity: 1
Total charge: +1
Frontier orbital gap (eV): 6.71